No. 1
C23H30N2O2 | ωB97M-V with the def2-TZVPD basis set

```
! wB97M-V def2-TZVPD RIJCOSX def2/J DEFGRID3
* xyz 0 1
C 3.469 3.475 -0.748
C 2.109 3.047 -0.213
C 1.534 1.883 -1.015
C 0.208 1.395 -0.436
C -0.345 0.166 -1.175
C -1.492 -0.447 -0.385
O -1.387 -0.646 0.814
N -2.562 -0.773 -1.131
C -3.803 -1.414 -0.692
C -3.538 -2.549 0.296
C -4.774 -0.403 -0.119
C -6.042 -0.266 -0.669
C -6.942 0.646 -0.145
C -6.579 1.436 0.932
C -5.316 1.306 1.483
C -4.418 0.391 0.964
C 0.757 -0.897 -1.305
O 1.202 -1.236 -2.382
N 1.163 -1.382 -0.123
C 2.374 -2.163 0.036
C 2.183 -3.221 1.117
C 3.522 -1.227 0.354
C 4.649 -1.187 -0.454
C 5.675 -0.296 -0.190
C 5.581 0.571 0.885
C 4.460 0.539 1.697
C 3.438 -0.354 1.433
H 4.172 2.647 -0.692
H 3.389 3.789 -1.787
H 3.866 4.305 -0.168
H 2.214 2.743 0.831
H 1.417 3.892 -0.246
H 2.259 1.066 -1.015
H 1.387 2.189 -2.054
H -0.533 2.197 -0.486
H 0.342 1.141 0.618
H -0.651 0.443 -2.187
H -2.534 -0.516 -2.105
H -4.247 -1.844 -1.598
H -2.859 -3.275 -0.145
H -4.477 -3.040 0.538
H -3.092 -2.164 1.207
H -6.331 -0.880 -1.511
H -7.926 0.740 -0.580
H -7.280 2.149 1.341
H -5.028 1.920 2.325
H -3.436 0.292 1.399
H 0.662 -1.098 0.708
H 2.563 -2.643 -0.931
H 3.087 -3.817 1.216
H 1.355 -3.877 0.858
H 1.970 -2.753 2.076
H 4.718 -1.852 -1.303
H 6.544 -0.273 -0.830
H 6.378 1.272 1.088
H 4.381 1.216 2.535
H 2.564 -0.364 2.069
*
```

The calculation puts the HOMO-LUMO gap at 9.83 eV. For the LUMO energy, the calculation gives 0.720 eV. As for the energy above the lowest of the compared OMol25 structures with the same formula, charge and spin: 0.0 kcal/mol. Its HOMO energy is -9.1 eV.

Mulliken charges in e:
1. C -1.26
2. C -0.40
3. C -0.23
4. C -1.16
5. C 0.49
6. C 0.13
7. O -0.73
8. N -0.06
9. C -0.35
10. C -1.40
11. C 0.56
12. C -0.46
13. C -0.60
14. C -0.39
15. C -0.80
16. C -0.14
17. C -0.29
18. O -0.74
19. N 0.21
20. C -0.50
21. C -1.54
22. C 0.28
23. C -0.35
24. C -0.59
25. C -0.53
26. C -0.74
27. C 0.14
28. H 0.19
29. H 0.36
30. H 0.40
31. H 0.35
32. H 0.37
33. H 0.08
34. H 0.36
35. H 0.61
36. H 0.12
37. H 0.68
38. H 0.35
39. H 0.52
40. H 0.36
41. H 0.42
42. H 0.30
43. H 0.33
44. H 0.37
45. H 0.39
46. H 0.39
47. H 0.46
48. H 0.33
49. H 0.60
50. H 0.40
51. H 0.43
52. H 0.34
53. H 0.38
54. H 0.38
55. H 0.42
56. H 0.40
57. H 0.35

No. 2
C23H30N2O2S | ωB97M-V with the def2-TZVPD basis set

```
! wB97M-V def2-TZVPD RIJCOSX def2/J DEFGRID3
* xyz 0 1
C 5.440 1.652 -1.897
C 5.570 0.924 -0.550
C 6.899 0.171 -0.459
O 5.556 1.855 0.526
C 4.457 -0.012 -0.413
C 3.500 -0.718 -0.215
C 2.373 -1.521 -0.022
C 2.038 -2.254 1.083
C 0.791 -2.892 0.957
C 0.175 -2.660 -0.238
C -1.188 -3.105 -0.668
N -2.253 -2.151 -0.386
C -2.393 -1.862 1.031
C -3.607 -0.952 1.260
N -3.599 0.262 0.469
C -2.858 1.384 1.044
C -1.368 1.250 1.277
C -0.448 1.646 0.313
C 0.912 1.525 0.537
C 1.378 1.016 1.737
C 0.473 0.634 2.712
C -0.886 0.755 2.484
C -3.424 -0.099 -0.935
C -3.533 1.080 -1.903
C -4.951 1.663 -1.929
O -5.363 2.196 -0.698
C -2.150 -0.927 -1.162
S 1.134 -1.624 -1.243
H 6.244 2.378 -1.996
H 4.485 2.174 -1.957
H 5.497 0.941 -2.716
H 6.965 -0.576 -1.245
H 7.719 0.878 -0.556
H 6.974 -0.318 0.509
H 4.720 2.334 0.515
H 2.668 -2.323 1.952
H 0.364 -3.514 1.724
H -1.201 -3.296 -1.745
H -1.440 -4.034 -0.146
H -2.552 -2.808 1.556
H -1.487 -1.388 1.440
H -3.673 -0.690 2.317
H -4.510 -1.511 0.987
H -3.040 2.255 0.412
H -3.336 1.579 2.011
H -0.794 2.062 -0.623
H 1.611 1.825 -0.231
H 2.439 0.920 1.912
H 0.827 0.244 3.655
H -1.584 0.465 3.258
H -4.265 -0.777 -1.152
H -3.294 0.724 -2.906
H -2.820 1.863 -1.650
H -5.651 0.879 -2.257
H -5.001 2.487 -2.646
H -5.200 1.520 -0.023
H -2.076 -1.202 -2.217
H -1.265 -0.331 -0.895
*
```

The calculation puts the HOMO-LUMO gap at 8.61 eV. For the LUMO energy, the calculation gives 0.451 eV. As for the energy above the lowest of the compared OMol25 structures with the same formula, charge and spin: 79.5 kcal/mol. Its HOMO energy is -8.2 eV.

Mulliken charges in e:
1. C -1.50
2. C 1.50
3. C -1.58
4. O -0.62
5. C -0.49
6. C -0.24
7. C 0.58
8. C -0.64
9. C -0.65
10. C 0.81
11. C -1.64
12. N 0.06
13. C 0.04
14. C -1.48
15. N -0.05
16. C -1.57
17. C 1.13
18. C -0.56
19. C -0.69
20. C -0.24
21. C -0.76
22. C -0.31
23. C 0.24
24. C -0.75
25. C -0.63
26. O -0.61
27. C -0.07
28. S -0.11
29. H 0.40
30. H 0.29
31. H 0.36
32. H 0.36
33. H 0.41
34. H 0.37
35. H 0.37
36. H 0.50
37. H 0.44
38. H 0.46
39. H 0.48
40. H 0.55
41. H -0.13
42. H 0.53
43. H 0.41
44. H 0.49
45. H 0.54
46. H 0.23
47. H 0.47
48. H 0.48
49. H 0.41
50. H 0.34
51. H 0.21
52. H 0.48
53. H 0.01
54. H 0.29
55. H 0.44
56. H 0.43
57. H 0.56
58. H -0.37

No. 3
C23H30N2O4 | ωB97M-V with the def2-TZVPD basis set

```
! wB97M-V def2-TZVPD RIJCOSX def2/J DEFGRID3
* xyz 0 1
C -3.545 3.476 -2.857
O -2.629 2.410 -2.807
C -2.209 1.971 -1.586
C -2.647 2.469 -0.365
C -2.136 1.954 0.815
C -1.195 0.939 0.807
C -0.551 0.468 2.092
C 0.679 1.374 2.318
N 1.578 1.329 1.194
C 1.661 2.355 0.329
O 1.267 3.481 0.553
C 2.356 2.009 -0.992
O 2.502 0.613 -1.110
C 2.415 0.042 -2.348
C 2.699 0.684 -3.539
C 2.593 0.002 -4.744
C 2.208 -1.322 -4.756
C 1.924 -1.981 -3.567
C 2.021 -1.313 -2.360
O 1.753 -1.849 -1.132
C 1.286 -3.171 -1.069
N -0.210 -0.946 1.973
C -1.391 -1.788 1.868
C -2.121 -2.003 3.201
C -1.159 -2.565 4.245
C 0.072 -1.669 4.349
C 0.697 -1.506 2.958
C -0.771 0.434 -0.419
C -1.270 0.939 -1.599
H -3.140 4.376 -2.382
H -4.496 3.212 -2.384
H -3.713 3.672 -3.915
H -3.374 3.264 -0.316
H -2.478 2.363 1.755
H -1.240 0.663 2.934
H 0.337 2.409 2.403
H 1.208 1.109 3.237
H 1.828 0.413 0.843
H 1.732 2.420 -1.794
H 3.333 2.511 -1.021
H 3.012 1.717 -3.535
H 2.817 0.515 -5.666
H 2.124 -1.856 -5.690
H 1.619 -3.015 -3.599
H 0.349 -3.294 -1.624
H 2.028 -3.882 -1.447
H 1.106 -3.365 -0.013
H -2.070 -1.346 1.137
H -1.062 -2.760 1.483
H -2.957 -2.687 3.047
H -2.530 -1.054 3.553
H -1.657 -2.645 5.215
H -0.847 -3.569 3.945
H -0.214 -0.690 4.741
H 0.803 -2.104 5.032
H 1.605 -0.906 3.009
H 0.983 -2.496 2.587
H -0.047 -0.364 -0.434
H -0.937 0.557 -2.553
*
```

The calculation puts the HOMO-LUMO gap at 8.88 eV. For the LUMO energy, the calculation gives 0.740 eV. As for the energy above the lowest of the compared OMol25 structures with the same formula, charge and spin: 55.1 kcal/mol. Its HOMO energy is -8.1 eV.

Mulliken charges in e:
1. C -0.91
2. O -0.46
3. C 0.77
4. C -0.79
5. C -0.98
6. C -0.53
7. C -0.06
8. C -1.93
9. N -0.05
10. C 0.32
11. O -0.70
12. C -0.33
13. O -0.38
14. C 0.63
15. C -0.31
16. C -0.78
17. C -0.71
18. C -0.66
19. C 0.72
20. O -0.28
21. C -1.00
22. N 0.56
23. C -0.98
24. C -0.65
25. C -0.78
26. C -0.68
27. C -1.17
28. C 0.50
29. C -0.61
30. H 0.35
31. H 0.34
32. H 0.25
33. H 0.43
34. H 0.43
35. H 0.53
36. H 0.59
37. H 0.44
38. H 0.39
39. H 0.39
40. H 0.41
41. H 0.46
42. H 0.39
43. H 0.39
44. H 0.42
45. H 0.44
46. H 0.43
47. H 0.03
48. H 0.49
49. H 0.38
50. H 0.42
51. H 0.27
52. H 0.39
53. H 0.29
54. H 0.26
55. H 0.45
56. H 0.56
57. H 0.41
58. H 0.63
59. H 0.54

M
In order: 366.505 398.572 398.503
Unit: g/mol